C11H13ClF4NO12PS | ωB97M-V with the def2-TZVPD basis set

CARTESIAN COORDINATES (ANGSTROEM)
C: 2.4879 -0.2713 -2.0016
C: 3.4716 -1.1789 -1.9073
N: 3.5270 -2.1493 -0.8192
P: 4.0258 -1.5992 0.8449
O: 2.5452 -1.5445 1.4881
Cl: 4.4402 0.3914 0.5495
S: 4.3502 -3.5183 -1.2274
O: 4.3056 -3.7165 -2.6270
O: 3.9710 -4.5272 -0.3092
F: 5.8426 -3.1603 -0.8892
H: 2.1862 0.3190 -1.1412
H: 1.9530 -0.1356 -2.9298
H: 4.3043 -1.2140 -2.5975
H: 1.8743 -1.8319 0.8549
C: -1.6339 -0.5318 4.3224
C: -1.1644 -1.8734 3.7984
O: -0.7254 -1.5466 2.4927
C: -0.3331 -0.2392 2.4997
O: 0.3125 0.2669 1.6466
O: -0.7755 0.3749 3.6178
F: -2.1670 -2.7784 3.7180
H: -2.6693 -0.3430 4.0487
H: -1.5182 -0.4129 5.3952
H: -0.3349 -2.3170 4.3520
C: 2.6113 2.5692 -6.1839
C: 1.3225 2.1929 -5.4805
O: 1.7571 1.9860 -4.1535
C: 2.8639 2.7616 -3.9471
O: 3.3226 3.0127 -2.8882
O: 3.3464 3.2016 -5.1355
F: 0.7905 1.0435 -5.9618
H: 3.1414 1.6757 -6.5179
H: 2.4742 3.2503 -7.0184
H: 0.5533 2.9674 -5.4906
C: -6.3700 0.3353 2.1998
C: -6.2639 1.7742 2.6650
O: -5.9639 1.6215 4.0401
C: -5.3258 0.4316 4.1986
O: -4.7215 0.1083 5.1654
O: -5.4650 -0.3275 3.0866
F: -7.4288 2.4469 2.5314
H: -7.3798 -0.0470 2.3552
H: -6.0722 0.1831 1.1669
H: -5.4680 2.3500 2.1891

As for the charge: 0.



C11H13ClOS | ωB97M-V with the def2-TZVPD basis set

CARTESIAN COORDINATES (ANGSTROEM)
C: 2.0519 1.4118 2.1085
C: 2.2784 0.4271 1.2254
C: 1.2904 2.5046 1.7862
C: 1.8311 0.4715 -0.1211
C: 0.8426 2.6256 0.4863
C: 1.0528 1.5926 -0.4595
C: -2.2518 -0.6887 -0.0609
C: -1.5564 -1.8447 -0.0921
C: 0.3487 1.5814 -1.7131
C: -2.2520 -3.1122 -0.5821
C: -0.1693 -1.9869 0.3777
O: -0.8880 2.5178 -3.7782
S: -0.5568 2.8263 -2.3664
Cl: 0.5562 0.2865 -2.8140
H: 2.4664 1.4784 3.1272
H: 2.7097 -0.3778 1.7245
H: 1.2577 3.3522 2.5233
H: 2.3215 -0.2291 -0.8113
H: 0.2532 3.4814 0.2863
H: -3.2612 -0.5262 -0.3656
H: -1.7748 0.1881 0.2055
H: -1.4861 -3.9018 -0.7585
H: -2.6409 -2.8579 -1.5740
H: -3.0926 -3.3156 -0.0174
H: 0.0260 -2.9184 0.8949
H: -0.0551 -1.1923 1.2052
H: 0.6983 -1.7936 -0.4370

The relative energy (zero: lowest compared OMol25 entry of this formula, charge and spin) is 11.2 kcal/mol. As for the charge: 0.



C11H13ClSi | ωB97M-V with the def2-TZVPD basis set

CARTESIAN COORDINATES (ANGSTROEM)
C: 4.3360 1.4013 0.5045
C: 4.7565 0.1586 -0.0352
C: 2.9621 1.6824 0.6345
C: 3.7960 -0.8473 -0.2651
C: 2.0641 0.7113 0.2921
C: 2.4398 -0.4951 -0.3008
C: 0.6143 0.8264 0.3651
C: -0.0609 -0.1855 -0.0949
C: 1.3268 -1.4620 -0.6486
C: -2.3400 -0.7229 1.6414
C: -3.1998 0.0309 -1.2848
Si: -1.8518 -0.8063 -0.1718
Cl: 1.1282 -3.0827 0.1072
H: 5.0531 2.2793 0.7020
H: 5.8087 -0.0766 -0.1016
H: 2.6763 2.6561 1.0400
H: 4.1773 -1.8838 -0.5200
H: -0.0722 1.6250 0.8005
H: 1.1265 -1.6261 -1.7391
H: -3.2269 -1.4599 1.6845
H: -1.5339 -1.2182 2.1395
H: -2.7557 0.2215 2.1302
H: -2.6681 0.6371 -2.0945
H: -3.7833 -0.7991 -1.8504
H: -3.8883 0.5573 -0.6155
H: -1.9910 -2.2478 -0.2725

The relative energy (zero: lowest compared OMol25 entry of this formula, charge and spin) is 61.5 kcal/mol. As for the charge: 0.



C11H13F2NO5S | ωB97M-V with the def2-TZVPD basis set

CARTESIAN COORDINATES (ANGSTROEM)
O: 3.1343 2.2988 -0.9436
C: 2.0747 2.9207 -0.6828
O: 1.8893 3.2958 0.6924
C: 0.9791 3.3239 -1.7967
C: 0.0970 2.0503 -2.1160
N: -1.1494 1.8201 -1.3591
C: -1.5250 2.7976 -0.3260
C: -2.4342 3.9740 -0.9726
O: -2.0006 5.0310 -1.4340
F: -3.8543 3.7973 -0.9717
S: -1.4568 0.1895 -0.9242
O: -1.1912 -0.1116 0.5360
O: -2.9425 -0.0327 -1.1263
F: -0.6833 -0.9288 -1.8969
H: 2.0786 2.5213 1.2656
H: 1.5902 3.5681 -2.7454
H: 0.4341 4.2825 -1.5211
H: 0.7744 1.1202 -1.9931
H: -0.1616 2.0735 -3.2427
H: -0.6972 3.1906 0.3477
H: -2.2585 2.2552 0.3879
C: 1.6443 -4.3342 0.8309
C: 1.5127 -5.1559 1.9460
C: 0.4745 -4.9448 2.8479
C: -0.4303 -3.9084 2.6370
C: -0.2933 -3.0808 1.5267
C: 0.7427 -3.2944 0.6229
H: 2.4499 -4.5032 0.1243
H: 2.2195 -5.9623 2.1118
H: 0.3701 -5.5878 3.7155
H: -1.2412 -3.7452 3.3386
H: -0.9943 -2.2699 1.3652
H: 0.8481 -2.6506 -0.2440

The SMILES is O=C(O)CCN(CC(=O)F)S(=O)(=O)F.c1ccccc1. As for the charge: 0.



no.,DFT total energy (eV)
1,-81193.5777
2,-37019.8014
3,-32015.6776
4,-39612.0809